Entry 1:
Here is C5H4O4 as an isolated structure at a distorted geometry from the OMol25 dataset. Energies are from the ωB97M-V functional and the def2-TZVPD basis.

Element x y z (Å)
C  -1.261  1.467  -0.121
C  -1.353  -0.103  -0.365
C  0.026  -1.061  -0.292
C  1.006  -0.729  0.843
C  1.687  0.069  -0.431
H  -2.513  1.902  0.446
H  -0.343  -2.056  -0.416
H  0.648  -0.033  1.595
H  1.454  -1.618  1.419
O  -0.230  2.202  -0.249
O  -2.466  -0.471  -0.581
O  2.475  1.043  -0.567
O  0.872  -0.611  -1.282

The calculation puts the HOMO energy at -0.369 Ha. As for the energy above the lowest of the compared OMol25 structures with the same formula, charge and spin: 308.9 kJ/mol. The energy is -13435.6805 eV.

=====

Entry 2:
Here is one molecule with the formula C5H4S at a distorted geometry from the OMol25 dataset. Energies are from the ωB97M-V functional and the def2-TZVPD basis.

Element x y z (Å)
C  0.157  -0.469  1.526
C  -1.110  -0.473  1.742
C  1.135  0.186  0.822
C  -1.678  -0.200  0.449
C  -0.579  0.342  -0.546
S  -1.700  1.591  0.024
H  1.488  1.224  0.923
H  1.985  -0.393  0.373
H  -2.710  -0.569  0.207
H  -0.359  0.227  -1.536

The calculation puts the HOMO energy (spin up / spin down) at -0.312 / -0.312 Ha. As for the energy above the lowest of the compared OMol25 structures with the same formula, charge and spin: 543.5 kJ/mol. The energy is -16077.6970 eV.

=====

Entry 3:
Here is one molecule with the formula C5H4S2 from the OMol25 dataset. Energies are from the ωB97M-V functional and the def2-TZVPD basis.

Element x y z (Å)
C  0.287  -1.143  -0.002
C  1.184  0.072  -0.007
C  0.225  1.235  -0.005
C  -1.060  0.825  -0.008
C  -1.141  -0.640  -0.004
H  1.813  0.073  0.906
H  1.830  0.087  -0.885
H  0.557  2.261  0.008
H  -1.963  1.439  0.005
S  0.763  -2.677  -0.004
S  -2.493  -1.532  -0.003

The calculation puts the HOMO energy at -0.326 Ha. The SMILES is S=C1C=CCC1=S. As for the energy above the lowest of the compared OMol25 structures with the same formula, charge and spin: 44.4 kJ/mol. The energy is -26918.8121 eV.

=====

Entry 4:
Here is C5H5AgO6 as an isolated structure at a distorted geometry from the OMol25 dataset. Energies are from the ωB97M-V functional and the def2-TZVPD basis.

Element x y z (Å)
C  3.239  -0.051  0.363
C  1.956  -0.849  -0.309
O  1.363  -1.620  0.523
O  4.277  -0.058  -0.190
H  3.056  0.217  1.425
H  2.328  -1.332  -1.226
C  -1.200  0.492  -0.696
C  -1.958  0.603  -2.029
O  -1.950  2.001  -2.249
C  -1.569  2.663  -1.164
O  -1.113  1.747  -0.221
O  -1.787  3.796  -0.906
O  -1.485  -0.400  0.124
H  -2.982  0.222  -1.923
H  -1.429  0.074  -2.830
Ag  -0.484  -1.764  1.240
H  1.022  0.094  -0.798

The calculation puts the HOMO energy (spin up / spin down) at -0.676 / -0.676 Ha. As for the energy above the lowest of the compared OMol25 structures with the same formula, charge and spin: 229.4 kJ/mol. The energy is -21524.0007 eV. As for the spin multiplicity: 3. As for the charge: +2.

=====

Entry 5:
Here is one molecule with the formula C5H5Br at a distorted geometry from the OMol25 dataset. Energies are from the ωB97M-V functional and the def2-TZVPD basis.

Element x y z (Å)
C  -0.986  1.150  -0.535
C  0.201  0.310  -0.078
C  0.427  -1.009  0.476
C  -0.335  1.613  0.465
C  1.414  -0.495  -0.478
Br  3.102  0.195  0.002
H  -1.918  1.397  -1.140
H  0.672  -0.973  1.471
H  0.139  -2.007  0.303
H  -0.152  2.389  1.243
H  1.498  -0.751  -1.510

The calculation puts the HOMO energy (spin up / spin down) at -0.185 / -0.363 Ha. As for the energy above the lowest of the compared OMol25 structures with the same formula, charge and spin: 177.2 kJ/mol. The energy is -75299.4611 eV. As for the spin multiplicity: 3.

=====

Entry 6:
Here is a 2-piece molecular cluster, C5H5Br2NO overall at a distorted geometry from the OMol25 dataset. Energies are from the ωB97M-V functional and the def2-TZVPD basis.

Element x y z (Å)
C  0.763  0.692  -2.564
C  0.646  0.608  1.128
C  -0.620  -1.159  2.105
C  -0.501  0.286  1.579
C  -0.384  0.024  -2.322
N  1.741  1.371  -2.846
O  1.683  0.998  0.767
Br  -0.648  -1.881  -2.071
Br  -1.767  1.191  -1.550
H  -1.586  -1.649  1.733
H  0.259  -1.714  1.789
H  -0.681  -1.240  3.161
H  -1.292  0.869  1.178
H  2.386  1.604  -2.088

The calculation puts the HOMO energy at -0.328 Ha. The SMILES is N=C=C(Br)Br.CC=C=O. As for the energy above the lowest of the compared OMol25 structures with the same formula, charge and spin: 166.1 kJ/mol. The energy is -148885.2502 eV.

=====

Entry 7:
Here is one molecule with the formula C5H5BrF2N2O at a distorted geometry from the OMol25 dataset. Energies are from the ωB97M-V functional and the def2-TZVPD basis.

Element x y z (Å)
C  -0.888  0.142  0.269
C  0.530  0.288  0.453
C  -1.317  1.514  0.393
C  1.553  -1.413  -0.988
C  1.548  -0.831  0.393
N  -0.286  2.363  0.423
N  -2.663  1.750  0.396
O  0.840  1.595  0.420
F  1.200  -1.888  1.196
F  2.824  -0.441  0.641
Br  -1.916  -1.467  0.118
H  0.862  -2.202  -1.161
H  2.385  -2.088  -1.128
H  1.603  -0.821  -1.876
H  -3.289  1.018  0.618
H  -2.987  2.482  -0.167

The calculation puts the HOMO energy at -0.349 Ha. The SMILES is CC(F)(F)c1onc(N)c1Br. The energy is -85768.9646 eV.

=====

Entry 8:
Here is a 2-piece molecular cluster, C5H5BrFNO overall at a distorted geometry from the OMol25 dataset. Energies are from the ωB97M-V functional and the def2-TZVPD basis.

Element x y z (Å)
C  -0.739  1.721  2.161
C  -0.402  2.527  1.306
C  0.695  -2.479  -2.133
C  -0.457  -2.177  -2.779
C  0.743  -0.876  -0.417
N  1.173  -1.846  -1.048
O  1.180  -0.608  0.788
F  -0.121  0.111  -0.993
Br  -1.260  -3.193  -4.094
H  -0.730  1.426  3.155
H  -0.485  2.927  0.367
H  1.469  -3.150  -2.560
H  -1.166  -1.480  -2.300
H  0.645  0.002  1.152

The calculation puts the HOMO energy at -0.314 Ha. The SMILES is O/C(F)=N/C=C/Br.C#C. As for the energy above the lowest of the compared OMol25 structures with the same formula, charge and spin: 226.2 kJ/mol. The energy is -81559.3300 eV.

=====

Entry 9:
Here is a 2-piece molecular cluster, C5H5BrNO4 overall at a distorted geometry from the OMol25 dataset. Energies are from the ωB97M-V functional and the def2-TZVPD basis.

Element x y z (Å)
C  1.872  -0.689  0.576
C  1.570  -1.035  -0.673
C  0.194  -1.321  -1.119
C  -0.795  1.693  1.595
C  -1.343  1.876  0.070
N  -0.834  -1.134  -0.404
O  -0.481  0.620  2.042
O  0.111  -1.888  -2.388
O  -0.859  2.792  2.063
O  -0.890  2.374  -0.900
Br  -3.404  2.029  0.221
H  2.851  -0.611  0.846
H  1.155  -0.379  1.169
H  2.322  -1.275  -1.258
H  -0.728  -0.699  0.540
H  -0.739  -2.352  -2.380

The calculation puts the HOMO energy at -0.191 Ha. As for the energy above the lowest of the compared OMol25 structures with the same formula, charge and spin: 62.2 kJ/mol. The energy is -84989.3666 eV. As for the charge: -1.

=====

Entry 10:
Here is a 2-piece molecular cluster, C5H5BrO overall at a distorted geometry from the OMol25 dataset. Energies are from the ωB97M-V functional and the def2-TZVPD basis.

Element x y z (Å)
C  0.231  -1.288  -1.450
C  0.208  -0.721  -0.223
C  0.242  -1.559  -2.664
C  -0.304  0.645  -0.004
C  0.182  1.318  1.176
O  -1.128  1.149  -0.766
Br  -1.293  -1.484  2.340
H  0.746  -1.139  0.524
H  0.271  -1.692  -3.715
H  0.670  0.708  1.911
H  -0.630  1.850  1.829
H  0.806  2.214  1.042

The calculation puts the HOMO energy (spin up / spin down) at -0.340 / -0.375 Ha. As for the energy above the lowest of the compared OMol25 structures with the same formula, charge and spin: 243.0 kJ/mol. The energy is -77351.2782 eV.

=====

Entry 11:
Here is one molecule with the formula C5H5Cl at a distorted geometry from the OMol25 dataset. Energies are from the ωB97M-V functional and the def2-TZVPD basis.

Element x y z (Å)
C  -0.670  0.069  1.030
C  -1.131  0.226  -0.215
C  -0.017  0.041  -1.148
C  1.156  -0.234  -0.249
C  0.743  -0.227  1.032
H  -2.083  0.633  -0.522
H  -0.119  -0.755  -1.912
H  0.141  0.916  -1.760
H  2.135  -0.455  -0.657
H  1.353  -0.436  1.896
Cl  -1.507  0.220  2.505

The calculation puts the HOMO energy at -0.320 Ha. The SMILES is ClC1=CCC=C1. As for the energy above the lowest of the compared OMol25 structures with the same formula, charge and spin: 6.5 kJ/mol. The energy is -17787.4924 eV.

=====

Entry 12:
Here is a 2-piece molecular cluster, C5H5Cl overall from the OMol25 dataset. Energies are from the ωB97M-V functional and the def2-TZVPD basis.

Element x y z (Å)
C  1.280  0.143  -1.794
C  -0.494  -1.085  1.219
C  -1.247  1.368  0.883
C  -0.866  0.140  1.040
C  1.182  -0.976  -1.172
Cl  -0.749  2.360  -0.460
H  0.500  0.478  -2.464
H  2.099  0.840  -1.697
H  0.397  -1.327  1.775
H  -1.059  -1.909  0.818
H  -1.903  1.885  1.566

The calculation puts the HOMO energy at -0.350 Ha. As for the energy above the lowest of the compared OMol25 structures with the same formula, charge and spin: 501.5 kJ/mol. The energy is -17782.3619 eV.